# C2HFLi2O2Rb

A molecular structure, C2HFLi2O2Rb (wB97M-V/def2-TZVPD, the OMol25 dataset).

charge: +1
largest force on an atom: 1.04 eV/A
HOMO energy (alpha / beta): -9.152 / -9.381 eV
2S+1: 1
energy: -366.13643 a.u.

Each line ends with the natural charge from an NBO analysis.
CARTESIAN COORDINATES (ANGSTROEM)
O -0.9132 -0.3837 0.0830  -0.8003
C -1.2229 0.7690 -0.2993  0.0771
C -2.7301 0.9322 -0.5207  0.3096
O -3.4447 -0.0571 -0.6491  -0.6780
Li 2.6620 0.1715 0.2962  0.9822
F 4.3707 -0.1176 0.4478  -0.9839
H -3.1558 1.9525 -0.5430  0.1393
Li -2.4870 -1.6898 -0.0979  0.9553
Rb 6.9210 -1.5769 1.2829  0.9986